Entry 1:
10
Properties=species:S:1:pos:R:3 method="wB97M-V/def2-TZVPD" spin_multiplicity=1 lumo_energy_ev=0.98 relative_energy_kcal_mol=13.10 e_homo_ev=-9.1 total_energy_ev=-5151.3516
C -0.29853 -1.31694 0.30173
C 0.10866 0.06354 0.00987
H -0.04259 -1.62882 1.30294
H -1.34237 -1.56680 0.19927
H 0.31081 -1.86489 -0.45294
H -1.85822 0.65192 -0.12108
H -0.71423 1.93649 -0.38560
H 1.63803 1.27419 -0.32802
N -0.90705 0.92973 -0.29417
N 1.35673 0.31574 -0.00357

=====

Entry 2:
38
Properties=species:S:1:pos:R:3 method="wB97M-V/def2-TZVPD" spin_multiplicity=1 lumo_energy_ev=0.68 relative_energy_kcal_mol=9.72 e_homo_ev=-7.9 total_energy_ev=-25434.2669
C -1.16933 -0.77696 2.07085
C -0.11206 -0.10446 1.26641
C -0.11552 1.16264 0.74497
C 1.15367 1.36857 0.12376
C 1.73564 2.43480 -0.55850
C 3.01634 2.28643 -1.04117
C 3.72850 1.10077 -0.85336
C 3.17574 0.03079 -0.18190
C 1.88381 0.17152 0.30445
N 1.10043 -0.70981 1.01168
C 1.30906 -2.13310 1.02495
H 0.57764 -2.58341 1.69626
H 2.31238 -2.35489 1.40008
C 1.15036 -2.72607 -0.39419
C 0.03737 -2.01855 -1.14226
O 0.21395 -1.24109 -2.03934
O -1.17532 -2.33825 -0.68713
H -1.86388 -1.81088 -1.13656
H 2.06480 -2.58034 -0.96839
H 0.92293 -3.78911 -0.32381
H 3.73689 -0.88056 -0.03820
H 4.73153 1.02122 -1.24543
H 3.48395 3.09947 -1.57671
H 1.19451 3.35803 -0.70640
C -1.31033 2.06042 0.66275
N -2.35302 1.37570 -0.07163
C -3.60676 1.07823 0.33685
N -4.24530 0.33336 -0.52300
C -3.36979 0.12608 -1.54239
C -2.19008 0.76555 -1.28266
H -1.27386 0.82700 -1.83355
H -3.65253 -0.45001 -2.40186
H -4.01877 1.42982 1.26245
H -1.70540 2.31628 1.65110
H -1.04102 2.98610 0.14488
H -1.63694 -1.59310 1.52024
H -1.94317 -0.06248 2.33521
H -0.74641 -1.17970 2.99155